1.
Molecular formula: C28H75N5O11
Method: DFT, ωB97M-V with the def2-TZVPD basis set

As for the energy above the lowest of the compared OMol25 structures with the same formula, charge and spin: 9.4 kcal/mol. Its HOMO energy is -8.56 eV. Its SMILES is COC[C@H](C)N.COC[C@H](C)N.COC[C@H](C)N.COCCNCCOC.COCCNCCOC.OCCO.OCCO. As for the LUMO energy: 0.02141 Ha. As for the orbital gap: 9.14 eV.

Each line ends with the Löwdin charge.
Atoms and positions in Å:
1 C 7.689 -5.383 -5.229  -0.1161
2 O 6.688 -5.365 -4.236  -0.1909
3 C 5.631 -6.264 -4.495  -0.2410
4 C 4.602 -6.125 -3.393  -0.2352
5 N 3.656 -5.059 -3.607  -0.0486
6 C 2.974 -4.700 -2.384  -0.2338
7 C 1.914 -3.645 -2.573  -0.2159
8 O 2.530 -2.503 -3.140  -0.1786
9 C 1.688 -1.414 -3.313  -0.1163
10 H 8.255 -6.320 -5.227  0.0867
11 H 8.308 -4.509 -5.045  0.0874
12 H 7.254 -5.282 -6.232  0.0851
13 H 6.028 -7.288 -4.466  0.1211
14 H 5.179 -6.137 -5.486  0.1250
15 H 5.215 -6.008 -2.478  0.1225
16 H 4.134 -7.091 -3.180  0.1187
17 H 4.099 -4.247 -4.015  0.1144
18 H 3.663 -4.456 -1.558  0.1238
19 H 2.465 -5.583 -1.972  0.1240
20 H 1.535 -3.376 -1.577  0.1234
21 H 1.107 -3.996 -3.225  0.1287
22 H 2.259 -0.510 -3.532  0.0664
23 H 1.085 -1.196 -2.429  0.0576
24 H 1.013 -1.480 -4.181  0.0956
25 C 1.761 2.692 2.217  -0.1308
26 O 3.054 3.226 2.151  -0.1733
27 C 3.910 2.589 1.228  -0.2209
28 C 3.471 2.633 -0.222  -0.2263
29 N 3.615 3.984 -0.757  -0.0506
30 C 3.168 4.109 -2.164  -0.1831
31 C 4.352 3.971 -3.149  -0.2047
32 O 4.727 2.650 -3.488  -0.1933
33 C 3.749 1.900 -4.165  -0.1159
34 H 1.191 3.049 1.355  0.0801
35 H 1.286 2.950 3.166  0.0811
36 H 1.686 1.592 2.242  0.0818
37 H 4.219 1.601 1.590  0.1232
38 H 4.844 3.161 1.307  0.1211
39 H 2.423 2.319 -0.312  0.0923
40 H 4.000 1.871 -0.818  0.1230
41 H 4.612 4.169 -0.740  0.0943
42 H 2.607 5.032 -2.303  0.1072
43 H 2.471 3.291 -2.355  0.0894
44 H 5.242 4.432 -2.734  0.1198
45 H 4.047 4.447 -4.096  0.1168
46 H 2.789 1.914 -3.639  0.0676
47 H 4.055 0.862 -4.250  0.0849
48 H 3.598 2.352 -5.155  0.0937
49 C 2.072 1.416 6.009  -0.2581
50 C 1.501 2.653 6.653  -0.2497
51 O 1.935 2.792 8.004  -0.0589
52 O 1.799 0.250 6.754  -0.0664
53 H 3.150 1.566 5.864  0.1260
54 H 1.636 1.231 5.029  0.0921
55 H 0.405 2.560 6.610  0.1219
56 H 1.696 3.575 6.097  0.1185
57 H 1.151 2.809 8.556  0.0843
58 H 2.050 0.368 7.676  0.0804
59 C -2.232 -3.269 8.418  -0.2476
60 C -1.382 -2.913 7.202  -0.2557
61 O -2.117 -3.049 6.003  -0.0691
62 O -2.224 -4.693 8.538  -0.0654
63 H -3.209 -2.794 8.335  0.1202
64 H -1.726 -2.832 9.290  0.1130
65 H -0.490 -3.551 7.237  0.1208
66 H -0.961 -1.908 7.231  0.1156
67 H -2.467 -3.942 5.928  0.0857
68 H -3.046 -4.912 8.991  0.0849
69 C -4.998 -2.963 -0.229  -0.0653
70 C -6.015 -2.112 -0.970  -0.4294
71 C -5.528 -1.525 -2.288  -0.2251
72 O -4.262 -0.951 -2.117  -0.1931
73 C -3.817 -0.203 -3.212  -0.1149
74 N -7.155 -3.001 -1.299  0.0212
75 H -4.517 -3.758 -0.797  0.0828
76 H -5.525 -3.479 0.578  0.0735
77 H -4.236 -2.324 0.226  0.0676
78 H -6.350 -1.293 -0.322  0.1353
79 H -6.309 -0.839 -2.641  0.1275
80 H -5.437 -2.356 -3.004  0.1343
81 H -2.829 0.210 -3.016  0.0730
82 H -4.500 0.588 -3.526  0.0897
83 H -3.638 -0.862 -4.076  0.0917
84 H -7.729 -2.664 -2.065  0.0634
85 H -7.753 -3.050 -0.482  0.0687
86 C -2.001 0.939 -0.139  -0.0462
87 C -0.747 0.577 0.636  -0.4156
88 C -1.005 -0.581 1.594  -0.2126
89 O 0.176 -0.910 2.282  -0.1828
90 C 0.089 -0.959 3.687  -0.1055
91 N 0.334 0.262 -0.317  0.0601
92 H -2.430 0.203 -0.821  0.0572
93 H -1.827 1.872 -0.674  0.0552
94 H -2.867 1.127 0.507  0.0890
95 H -0.411 1.438 1.217  0.1117
96 H -1.377 -1.456 1.043  0.1307
97 H -1.868 -0.266 2.199  0.1266
98 H 1.123 -0.903 4.030  0.0834
99 H -0.307 -1.916 4.055  0.0819
100 H -0.541 -0.227 4.201  0.0925
101 H 0.913 -0.442 0.135  0.0682
102 H -0.003 -0.176 -1.164  0.0385
103 C -5.948 4.524 -2.364  -0.0467
104 C -5.362 4.938 -1.022  -0.4410
105 C -3.853 5.212 -1.007  -0.1868
106 O -3.244 4.109 -1.674  -0.2232
107 C -1.881 4.235 -1.964  -0.1315
108 N -6.089 6.037 -0.394  0.0307
109 H -5.275 3.884 -2.924  0.0683
110 H -6.191 5.434 -2.920  0.0781
111 H -6.873 3.995 -2.134  0.0794
112 H -5.462 4.090 -0.333  0.1281
113 H -3.428 5.256 0.001  0.1289
114 H -3.586 6.118 -1.570  0.1266
115 H -1.713 5.080 -2.643  0.0890
116 H -1.615 3.332 -2.515  0.0818
117 H -1.199 4.301 -1.110  0.0878
118 H -6.786 6.445 -1.003  0.0600
119 H -5.539 6.793 -0.015  0.0628

Forces on atoms 1 to 2 (eV/Å):
C -0.4 0.2 -0.3
O -0.2 0.2 -0.3



2.
Molecular formula: C28H76N2O10
Method: DFT, ωB97M-V with the def2-TZVPD basis set

As for the energy above the lowest of the compared OMol25 structures with the same formula, charge and spin: 23.0 kcal/mol. Its HOMO energy is -9.74 eV. Its SMILES is NC(N)=O.CC(C)O.CC(C)O.CC(C)O.CC(C)O.CC(C)O.CC(C)O.CC(C)O.CC(C)O.CC(C)O. As for the LUMO energy: 0.00960 Ha. As for the orbital gap: 10.00 eV.

Each line ends with the Löwdin charge.
Atoms and positions in Å:
1 C -4.809 -1.426 1.577  -0.0567
2 C -4.775 0.067 1.550  -0.4410
3 C -6.124 0.635 1.115  -0.0653
4 O -4.359 0.759 2.805  -0.0804
5 H -5.199 -1.688 2.535  0.0754
6 H -3.848 -1.963 1.412  0.0794
7 H -5.577 -1.860 0.941  0.0811
8 H -4.024 0.456 0.853  0.1160
9 H -6.328 0.242 0.102  0.0847
10 H -6.250 1.721 1.052  0.0770
11 H -7.045 0.338 1.604  0.0741
12 H -3.509 0.367 3.005  0.0537
13 C -0.917 -0.383 -4.067  -0.0746
14 C -0.994 -0.665 -5.531  -0.4824
15 C -2.232 -1.450 -5.893  -0.0624
16 O -1.088 0.549 -6.326  -0.0482
17 H -0.888 -1.284 -3.424  0.0915
18 H -1.758 0.279 -3.772  0.1003
19 H -0.009 0.148 -3.799  0.0536
20 H -0.082 -1.227 -5.795  0.1312
21 H -3.148 -0.905 -5.696  0.0826
22 H -2.228 -2.398 -5.380  0.0765
23 H -2.394 -1.751 -6.931  0.0808
24 H -0.444 1.153 -5.943  0.0580
25 C 3.512 3.878 -0.747  -0.0676
26 C 4.124 3.842 0.672  -0.4594
27 C 3.145 3.064 1.514  -0.0705
28 O 5.422 3.230 0.692  -0.0544
29 H 2.548 4.401 -0.761  0.0735
30 H 3.278 2.859 -1.091  0.0697
31 H 4.198 4.357 -1.400  0.0670
32 H 4.321 4.878 1.000  0.1437
33 H 3.270 1.994 1.315  0.0733
34 H 2.132 3.325 1.149  0.0720
35 H 3.139 3.225 2.590  0.0774
36 H 5.550 2.607 -0.029  0.0776
37 C 2.105 -2.556 4.558  -0.0568
38 C 1.563 -1.426 3.746  -0.4418
39 C 2.101 -0.012 4.176  -0.0321
40 O 2.046 -1.593 2.390  -0.0979
41 H 1.944 -2.493 5.645  0.0954
42 H 3.211 -2.502 4.497  0.0947
43 H 1.810 -3.528 4.242  0.0657
44 H 0.477 -1.346 3.669  0.1187
45 H 1.701 0.152 5.177  0.0781
46 H 1.759 0.711 3.411  0.0663
47 H 3.201 0.033 4.174  0.0839
48 H 2.915 -2.021 2.433  0.1050
49 C -1.417 2.378 3.235  -0.0424
50 C -1.589 3.725 2.454  -0.4151
51 C -2.727 3.466 1.520  -0.0786
52 O -2.000 4.798 3.379  -0.0738
53 H -0.709 2.480 4.039  0.0651
54 H -0.924 1.620 2.630  0.0555
55 H -2.366 2.003 3.638  0.0710
56 H -0.707 4.139 1.978  0.1270
57 H -3.191 4.337 1.079  0.0837
58 H -3.528 3.000 2.060  0.0596
59 H -2.361 2.729 0.795  0.0739
60 H -2.957 4.915 3.271  0.0772
61 C 0.031 3.690 -2.709  -0.0381
62 C 1.036 3.347 -3.837  -0.4203
63 C 1.958 4.489 -4.140  -0.0549
64 O 1.775 2.215 -3.233  -0.1020
65 H -0.644 4.518 -2.948  0.0857
66 H 0.533 3.973 -1.766  0.0725
67 H -0.487 2.822 -2.362  0.0464
68 H 0.569 3.005 -4.770  0.1267
69 H 1.314 5.367 -4.319  0.0926
70 H 2.601 4.381 -5.028  0.0896
71 H 2.560 4.644 -3.265  0.0536
72 H 2.068 1.612 -3.916  0.0632
73 C -1.132 0.170 -0.463  -0.0568
74 C 0.195 -0.513 -0.565  -0.4303
75 C 1.256 0.572 -0.309  -0.0518
76 O 0.283 -1.648 0.354  -0.0901
77 H -1.123 0.892 0.381  0.0667
78 H -1.964 -0.509 -0.416  0.0718
79 H -1.366 0.737 -1.368  0.0669
80 H 0.345 -0.922 -1.605  0.1201
81 H 2.256 0.103 -0.332  0.0726
82 H 1.049 1.006 0.649  0.0567
83 H 1.268 1.381 -1.070  0.0703
84 H 0.969 -1.489 1.022  0.0307
85 C -2.726 -4.531 4.937  -0.0641
86 C -1.550 -3.719 4.484  -0.4792
87 C -1.269 -3.816 2.975  -0.0552
88 O -1.748 -2.289 4.724  -0.0728
89 H -2.518 -5.597 4.855  0.0873
90 H -3.628 -4.360 4.323  0.0884
91 H -3.072 -4.178 5.899  0.0740
92 H -0.634 -4.083 5.014  0.1336
93 H -1.019 -4.878 2.828  0.0943
94 H -0.463 -3.124 2.749  0.0545
95 H -2.159 -3.571 2.406  0.0653
96 H -1.957 -2.222 5.671  0.0872
97 C 2.751 -1.805 -4.042  -0.0541
98 C 3.314 -0.888 -3.009  -0.5176
99 C 3.869 -1.650 -1.806  -0.0549
100 O 4.317 -0.061 -3.631  -0.0584
101 H 2.365 -1.170 -4.850  0.0795
102 H 1.980 -2.489 -3.730  0.0639
103 H 3.578 -2.403 -4.448  0.0940
104 H 2.511 -0.228 -2.661  0.0947
105 H 4.513 -2.485 -2.198  0.0969
106 H 3.040 -2.211 -1.317  0.0617
107 H 4.379 -1.063 -1.012  0.0822
108 H 4.478 0.722 -3.047  0.1040
109 C -0.307 -4.922 -1.284  -0.6615
110 O -0.755 -5.927 -1.782  0.0358
111 N -0.874 -4.266 -0.215  0.1541
112 N 0.841 -4.265 -1.800  0.1263
113 H -1.704 -4.729 0.135  0.0969
114 H -0.616 -3.356 0.149  0.0492
115 H 1.391 -4.945 -2.301  0.0875
116 H 1.361 -3.711 -1.098  0.0752

Forces on atoms 1 to 2 (eV/Å):
C 0.3 -1.0 0.4
C 0.1 2.5 0.1



3.
Molecular formula: C28H76N6O9
Method: DFT, ωB97M-V with the def2-TZVPD basis set

As for the energy above the lowest of the compared OMol25 structures with the same formula, charge and spin: 88.3 kcal/mol. Its HOMO energy is -8.51 eV. Its SMILES is COC[C@H](C)N.COC[C@H](C)N.COC[C@H](C)N.COC[C@H](C)N.COC[C@H](C)N.COCCNCCOC.OCCO. As for the LUMO energy: 0.01214 Ha. As for the orbital gap: 8.84 eV.

Each line ends with the Löwdin charge.
Atoms and positions in Å:
1 C -1.759 -1.554 0.758  -0.0508
2 C -0.360 -0.956 0.388  -0.3999
3 C 0.097 -1.389 -1.058  -0.1638
4 O 0.673 -2.685 -1.182  -0.1899
5 C 1.548 -2.762 -2.275  -0.1494
6 N -0.367 0.461 0.608  0.0532
7 H -1.762 -2.638 0.642  0.0658
8 H -2.586 -1.234 0.123  0.0626
9 H -1.893 -1.409 1.830  0.0718
10 H 0.349 -1.384 1.096  0.1299
11 H 0.876 -0.720 -1.423  0.0952
12 H -0.681 -1.337 -1.820  0.1235
13 H 1.280 -2.415 -3.273  0.0703
14 H 1.998 -3.753 -2.324  0.0911
15 H 2.459 -2.216 -2.030  0.0848
16 H -0.750 0.427 1.542  0.0556
17 H -0.927 1.012 -0.026  0.0619
18 C -4.425 1.584 -0.745  -0.0494
19 C -5.633 2.316 -0.063  -0.3940
20 C -5.781 2.052 1.502  -0.1001
21 O -7.126 2.534 1.895  -0.2255
22 C -8.218 1.745 1.946  -0.1627
23 N -5.435 3.728 -0.345  0.0264
24 H -3.495 2.074 -1.030  0.0625
25 H -4.811 1.155 -1.670  0.0694
26 H -4.185 0.678 -0.188  0.0486
27 H -6.524 2.095 -0.651  0.1259
28 H -5.132 2.759 2.019  0.1097
29 H -5.673 1.003 1.779  0.1181
30 H -8.262 1.140 1.040  0.0842
31 H -9.180 2.231 2.104  0.0921
32 H -8.018 1.097 2.800  0.0853
33 H -5.910 4.111 0.460  0.0592
34 H -4.456 3.924 -0.195  0.0498
35 C -2.495 -4.287 -4.192  -0.0428
36 C -1.031 -4.805 -4.413  -0.3923
37 C -0.430 -5.392 -3.084  -0.1702
38 O -1.105 -6.638 -2.702  -0.2065
39 C -2.100 -6.587 -1.664  -0.0985
40 N -0.931 -5.820 -5.473  0.0333
41 H -3.181 -5.073 -3.877  0.0621
42 H -2.944 -3.937 -5.122  0.0709
43 H -2.552 -3.540 -3.400  0.0694
44 H -0.367 -3.974 -4.649  0.1111
45 H -0.352 -4.626 -2.313  0.0907
46 H 0.589 -5.759 -3.208  0.1128
47 H -3.124 -6.739 -2.003  0.0767
48 H -2.049 -5.614 -1.174  0.0766
49 H -1.840 -7.311 -0.892  0.0804
50 H 0.020 -6.126 -5.619  0.0631
51 H -1.401 -6.621 -5.077  0.0613
52 C 5.447 -1.807 -8.793  -0.0712
53 C 5.760 -2.478 -7.506  -0.4657
54 C 4.568 -3.154 -6.882  -0.2174
55 O 3.625 -2.092 -6.752  -0.1910
56 C 2.413 -2.544 -6.059  -0.0645
57 N 7.011 -3.244 -7.657  0.0402
58 H 4.498 -1.271 -8.774  0.0819
59 H 5.616 -2.349 -9.724  0.0823
60 H 6.128 -0.957 -8.825  0.0817
61 H 6.030 -1.648 -6.853  0.1334
62 H 4.913 -3.629 -5.963  0.1249
63 H 4.219 -3.926 -7.567  0.1275
64 H 2.521 -2.481 -4.977  0.0547
65 H 2.223 -3.598 -6.263  0.0819
66 H 1.601 -1.858 -6.299  0.0902
67 H 6.908 -3.736 -8.532  0.0526
68 H 7.309 -4.065 -7.151  0.0643
69 C -3.007 1.872 4.071  -0.0493
70 C -1.972 3.050 4.111  -0.4466
71 C -1.516 3.577 5.457  -0.1827
72 O -0.957 2.588 6.354  -0.2099
73 C -1.123 3.044 7.731  -0.0831
74 N -0.895 2.717 3.285  0.0466
75 H -3.297 1.597 3.057  0.0473
76 H -3.970 2.236 4.429  0.0667
77 H -2.676 1.020 4.665  0.0734
78 H -2.553 3.798 3.570  0.1341
79 H -2.318 4.075 6.003  0.1153
80 H -0.667 4.237 5.277  0.1266
81 H -0.272 2.600 8.249  0.0628
82 H -2.099 2.689 8.064  0.0884
83 H -1.077 4.126 7.854  0.0834
84 H -0.309 2.175 3.904  0.0812
85 H -0.335 3.487 2.948  0.0532
86 C -0.687 4.284 -0.960  -0.2334
87 C 0.312 4.905 0.010  -0.2342
88 O 0.305 4.145 1.199  -0.1017
89 O -0.144 3.043 -1.330  -0.0662
90 H -0.869 4.979 -1.780  0.1191
91 H -1.619 4.198 -0.401  0.1155
92 H 0.002 5.897 0.340  0.1174
93 H 1.358 5.049 -0.261  0.1181
94 H 0.247 3.207 1.002  0.0567
95 H 0.496 3.168 -2.035  0.0970
96 C 2.855 2.512 8.587  -0.0256
97 O 3.645 1.949 7.424  -0.1776
98 C 3.114 2.213 6.183  -0.2939
99 C 3.727 1.252 5.192  -0.2435
100 N 3.184 1.456 3.906  -0.0638
101 C 3.552 0.294 3.092  -0.1968
102 C 2.948 0.488 1.675  -0.2328
103 O 3.575 1.549 0.971  -0.1844
104 C 3.530 1.316 -0.464  -0.0869
105 H 2.854 1.799 9.412  0.0839
106 H 1.831 2.763 8.312  0.0455
107 H 3.204 3.501 8.884  0.0775
108 H 3.174 3.256 5.872  0.1274
109 H 2.064 1.923 6.193  0.1111
110 H 3.544 0.248 5.574  0.1350
111 H 4.735 1.666 5.193  0.1263
112 H 3.465 2.310 3.445  0.1198
113 H 3.085 -0.590 3.527  0.1169
114 H 4.626 0.151 2.971  0.1175
115 H 1.936 0.848 1.858  0.0966
116 H 2.981 -0.476 1.167  0.1148
117 H 2.630 0.844 -0.857  0.0598
118 H 4.340 0.674 -0.812  0.0811
119 H 3.613 2.304 -0.918  0.0813

Forces on atoms 1 to 2 (eV/Å):
C 1.1 -1.0 -0.2
C -1.0 -2.0 -1.8



Look up the energy above the lowest of the compared OMol25 structures with the same formula, charge and spin of the third one. 88.3 kcal/mol



Look up the orbital gap of the second one. 10.00 eV



The highest HOMO belongs to which entry? C28H76N6O9



Among the records above, which one has the lowest LUMO? C28H76N2O10